{
  "formula": "H30O15",
  "method": "wB97M-V/def2-TZVPD",
  "e_lumo_ev": -0.21,
  "max_force_ev_per_a": 3.2,
  "homo_energy_ev": -10.63,
  "homo_lumo_gap_ev": 10.42,
  "symbols": ["O", "H", "H", "O", "H", "H", "O", "H", "H", "O", "H", "H", "O", "H", "H", "O", "H", "H", "O", "H", "H", "O", "H", "H", "O", "H", "H", "O", "H", "H", "O", "H", "H", "O", "H", "H", "O", "H", "H", "O", "H", "H", "O", "H", "H"],
  "positions_angstrom": [[0.337, 2.351, 1.325], [0.241, 3.254, 1.605], [1.044, 2.340, 0.644], [-1.655, 3.471, -0.135], [-0.970, 2.883, 0.078], [-2.490, 2.988, 0.015], [1.874, -1.891, 1.896], [2.814, -1.960, 2.010], [1.538, -2.433, 1.128], [1.059, -3.425, -0.250], [0.927, -2.774, -0.957], [0.436, -4.123, -0.446], [3.137, -0.015, -0.712], [3.536, -0.871, -0.861], [2.220, -0.194, -0.477], [-1.636, -2.606, 0.184], [-1.162, -2.088, 0.835], [-2.532, -2.246, 0.068], [-0.746, -1.044, 2.435], [0.155, -1.364, 2.568], [-0.858, -0.188, 2.795], [0.381, -0.281, -0.127], [0.029, 0.279, -0.845], [-0.056, 0.153, 0.599], [-2.860, 0.913, 0.115], [-3.511, 0.288, -0.120], [-2.732, 0.901, 1.057], [-1.864, -0.861, -2.191], [-1.592, -1.122, -1.338], [-2.821, -1.009, -2.306], [1.517, -1.766, -2.701], [1.315, -0.879, -2.955], [2.486, -1.777, -2.803], [1.179, 0.658, -4.043], [0.520, 0.981, -3.487], [1.999, 1.139, -3.842], [2.342, 0.750, 2.800], [1.673, 1.389, 2.446], [2.115, -0.113, 2.540], [-0.549, 1.698, -1.928], [-1.216, 0.999, -2.002], [-1.028, 2.539, -1.791], [-1.819, 1.504, 2.941], [-1.234, 2.077, 2.431], [-1.559, 1.482, 3.818]],
  "forces_ev_per_angstrom": [[0.8, -0.6, -0.6], [0.2, 0.9, 0.1], [-0.4, -0.1, 0.5], [-2.2, 1.7, -0.5], [1.2, -1.5, 0.6], [0.6, 0.1, -0.2], [-1.2, -0.1, -0.2], [0.5, -0.4, -0.3], [0.7, 0.2, 0.5], [0.5, 0.3, 0.0], [0.1, 0.1, -0.2], [-0.3, -0.1, 0.1], [0.4, 0.5, -0.2], [0.1, -0.2, 0.1], [-0.4, -0.2, 0.2], [-0.9, -0.4, -1.1], [-0.1, 0.6, 0.6], [0.6, -0.2, 0.6], [-0.2, -1.7, -0.8], [0.3, 0.2, 0.2], [-0.1, 1.4, 0.6], [-0.2, 0.4, -1.0], [0.6, -0.2, -0.1], [-0.2, -0.2, 1.1], [1.2, 1.3, -0.5], [-1.2, -1.0, -0.1], [-0.1, -0.3, 0.9], [-1.1, 1.1, -2.3], [0.4, -1.1, 1.9], [0.8, 0.0, 0.3], [1.0, -1.5, 0.6], [-0.5, 1.2, -0.7], [-0.6, -0.2, 0.1], [2.4, -0.9, -1.6], [-1.8, 1.4, 1.7], [-0.6, -0.1, 0.0], [-0.1, 3.1, 0.6], [0.8, -1.3, 0.4], [-0.8, -1.7, -0.9], [0.2, 0.3, -0.3], [-0.5, 0.0, -0.2], [0.1, -0.5, 0.0], [-1.2, -0.1, -2.9], [0.1, -0.2, 0.4], [0.9, 0.2, 2.7]]
}